Entry 1:
Below is a 3-piece molecular cluster, C31H55F6N4O5 overall in a non-equilibrium geometry, with properties calculated with ωB97M-V/def2-TZVPD.

Each line ends with the Mulliken charge.
Cartesian coordinates (Å):
C -2.740 -0.891 -1.509  -1.394
C -3.165 -0.122 -2.764  -0.959
C -2.078 0.586 -3.575  1.250
C -2.779 1.726 -4.397  0.356
F -3.140 2.724 -3.566  -0.226
F -1.928 2.202 -5.335  -0.333
C -4.071 1.271 -5.168  0.729
F -5.159 1.345 -4.383  -0.226
F -4.241 2.086 -6.228  -0.255
F -3.923 0.010 -5.629  -0.263
N -1.374 -0.218 -4.594  0.228
C -0.116 -0.323 -4.433  -2.443
C 0.370 0.302 -3.173  1.932
C 1.689 1.045 -3.310  -0.887
O 2.309 1.322 -2.084  -0.367
O 1.393 1.951 -1.200  -0.143
C 0.579 -0.926 -2.263  0.850
C 1.290 -2.067 -2.972  -0.770
O 2.505 -2.086 -3.023  -0.568
N 0.463 -3.074 -3.506  0.441
C 1.013 -3.663 -4.731  -0.948
C 0.083 -4.053 -2.471  -0.933
C -0.888 1.165 -2.818  -0.827
F -0.626 2.455 -3.193  -0.535
H -1.864 -0.499 -1.019  0.437
H -2.604 -1.949 -1.691  0.199
H -3.541 -0.813 -0.788  0.491
H -3.850 0.649 -2.450  0.616
H -3.694 -0.812 -3.401  0.456
H -1.766 -0.647 -5.426  0.410
H 0.476 -0.853 -5.160  0.925
H 2.386 0.381 -3.807  0.542
H 1.607 1.944 -3.911  0.385
H 1.277 1.328 -0.473  0.324
H 1.199 -0.684 -1.411  -0.509
H -0.359 -1.314 -1.889  -0.061
H 0.657 -3.123 -5.603  0.241
H 2.095 -3.707 -4.745  0.370
H 0.652 -4.672 -4.849  0.395
H -0.747 -3.676 -1.888  0.106
H -0.245 -4.972 -2.929  0.468
H 0.905 -4.267 -1.797  0.406
H -0.976 1.212 -1.742  1.035
C 4.283 -2.873 2.447  -2.083
C 3.081 -2.731 1.490  2.115
C 2.447 -1.353 1.674  -0.326
C 1.698 -1.213 3.000  0.445
C 0.675 -2.335 3.176  -1.584
C 1.246 -3.738 2.966  1.928
N 2.057 -3.798 1.713  0.317
O 1.273 -3.880 0.689  -0.489
C 2.091 -4.170 4.178  -1.719
C 0.098 -4.737 2.879  -1.962
C 3.665 -2.873 0.089  -1.557
H 5.156 -2.381 2.021  0.511
H 4.126 -2.415 3.421  0.321
H 4.543 -3.921 2.597  0.369
H 1.747 -1.161 0.849  -0.752
H 3.227 -0.592 1.605  0.730
H 2.400 -1.206 3.837  0.377
H 1.187 -0.249 3.031  -0.635
H 0.232 -2.280 4.171  0.473
H -0.142 -2.172 2.464  0.327
H 2.606 -5.108 3.973  0.371
H 1.445 -4.328 5.040  0.459
H 2.830 -3.434 4.484  0.283
H -0.635 -4.459 2.124  0.324
H -0.417 -4.775 3.838  0.442
H 0.464 -5.738 2.650  0.485
H 4.159 -3.838 -0.033  0.466
H 4.406 -2.092 -0.074  0.450
H 2.921 -2.780 -0.696  -0.023
C 0.297 4.808 1.165  -1.727
C -1.161 4.330 1.276  2.120
C -1.981 5.312 2.109  -1.492
C -1.631 5.261 3.596  -0.492
C -1.729 3.834 4.140  -1.327
C -0.947 2.805 3.321  1.706
N -1.234 2.956 1.862  0.952
O -2.353 2.387 1.556  -0.674
C 0.563 2.938 3.592  -1.609
C -1.330 1.401 3.774  -1.979
C -1.680 4.292 -0.153  -2.331
H 0.389 5.562 0.384  0.478
H 0.697 5.270 2.064  0.370
H 0.943 3.973 0.887  0.188
H -3.046 5.090 1.989  0.378
H -1.828 6.321 1.723  0.357
H -0.630 5.664 3.771  0.298
H -2.314 5.906 4.150  0.410
H -1.372 3.806 5.171  0.386
H -2.783 3.544 4.169  0.358
H 1.135 2.302 2.913  0.188
H 0.785 2.618 4.609  0.490
H 0.939 3.953 3.506  0.300
H -2.405 1.235 3.738  0.386
H -1.008 1.255 4.803  0.501
H -0.846 0.642 3.155  0.346
H -1.080 3.608 -0.760  0.479
H -1.610 5.282 -0.599  0.493
H -2.722 3.982 -0.214  0.438

Atoms 1-2, force components in eV/Å:
C -0.30 0.03 -0.03
C 0.73 -0.54 0.59

charge: +1
spin multiplicity: 3
HOMO-LUMO gap (alpha / beta): 0.23235 / 0.26816 hartree
expectation value of S²: 2.008
DFT total energy: -65529.3757 eV
LUMO level (alpha / beta): -4.2 / -4.2 eV



Entry 2:
Below is C4H5N2 as an isolated structure in a non-equilibrium geometry, with properties calculated with ωB97M-V/def2-TZVPD.

Each line ends with the Mulliken charge.
Cartesian coordinates (Å):
C 0.665 0.497 -0.695  0.444
C 2.018 0.558 -0.606  -0.388
C 2.075 -0.320 0.545  -0.044
C -1.700 -0.167 -0.177  -0.614
N 0.875 -0.549 0.976  -0.195
N -0.399 0.417 -0.088  0.030
H 2.564 0.940 -1.431  0.408
H 3.087 -0.716 0.970  0.377
H -1.869 -0.877 -1.041  0.319
H -2.561 0.537 -0.053  0.315
H -1.787 -0.813 0.642  0.349

Atoms 1-2, force components in eV/Å:
C -0.54 0.83 0.76
C -1.62 -1.00 -0.22

charge: +1
HOMO-LUMO gap (alpha / beta): 0.28827 / 0.28829 hartree
DFT total energy: -7195.2055 eV
energy relative to the best compared isomer or geometry (same formula, charge and spin): 515.8 kJ/mol
LUMO level (alpha / beta): -7.2 / -7.2 eV



Entry 3:
Below is C10H24GaNO5PS2 as an isolated structure, with properties calculated with ωB97M-V/def2-TZVPD.

Each line ends with the Mulliken charge.
Cartesian coordinates (Å):
C 1.679 2.638 0.861  -0.822
C 1.686 2.734 -0.659  -0.381
O 2.623 1.863 -1.307  -0.481
P 2.461 0.254 -1.235  0.753
O 2.962 -0.349 -2.474  -0.765
C 0.800 -0.197 -0.713  -0.651
C -0.020 -0.920 -1.791  -0.594
Ga -1.668 -1.779 -0.951  -0.429
S -1.614 -4.072 -1.335  -0.476
C -1.698 -1.499 1.096  -0.751
O -1.073 -2.634 1.773  -0.201
N -1.565 -2.787 3.080  0.158
O -1.176 -1.972 3.833  -0.287
C -3.394 -1.065 -1.741  -0.644
S -3.492 0.745 -1.676  -0.167
C -3.954 1.040 0.043  -0.070
C -5.320 0.503 0.448  -1.288
O 3.337 -0.141 0.059  -0.170
C 4.731 0.168 0.009  -0.291
C 5.297 0.029 1.412  -1.206
H 1.997 1.661 1.216  0.220
H 0.669 2.808 1.234  0.298
H 2.325 3.385 1.315  0.318
H 1.994 3.737 -0.950  0.353
H 0.696 2.578 -1.082  0.354
H 0.946 -0.851 0.151  0.284
H 0.239 0.658 -0.341  0.305
H 0.571 -1.722 -2.226  0.405
H -0.320 -0.216 -2.565  0.438
H -0.309 -4.266 -1.138  0.029
H -1.153 -0.603 1.408  0.352
H -2.727 -1.401 1.449  0.734
H -3.533 -1.360 -2.779  0.433
H -4.233 -1.492 -1.194  0.199
H -3.941 2.122 0.166  0.382
H -3.188 0.624 0.697  0.030
H -5.487 0.643 1.516  0.369
H -5.395 -0.563 0.252  0.326
H -6.110 1.003 -0.110  0.329
H 5.228 -0.504 -0.689  0.338
H 4.878 1.186 -0.351  0.311
H 6.378 -0.075 1.390  0.373
H 5.041 0.911 1.999  0.284
H 4.834 -0.825 1.899  0.297

Atoms 1-2, force components in eV/Å:
C -0.16 0.03 0.11
C 0.26 0.27 -0.07

charge: -1
HOMO-LUMO gap: 0.27138 hartree
DFT total energy: -105823.5779 eV
LUMO level: 2.7 eV